# 1
Computed, not measured: 2 unconnected molecules or ions with the total composition C31H56FNO5 in a non-equilibrium geometry, with ωB97M-V/def2-TZVPD.

The largest force on an atom is 0.053 hartree/bohr. As for the structure (SMILES): CCCCCCCCCC1=C(CCCOC)C(=O)C(CC(C)C)=C([C@H](C)F)C1=O.COCCNCCOC. Its charge is 0. The value obtained for the HOMO-LUMO gap is 8.21 eV. Its spin multiplicity is 1.

Structure (XYZ):
```
94
Properties=species:S:1:pos:R:3:mulliken_charge:R:1
F 3.7437 -2.7167 -5.0811 -0.358
O 1.5155 -2.7305 -2.7919 -0.624
O -2.6514 -0.5063 0.8014 -0.226
O -6.2371 2.0293 1.9231 -0.333
O 3.6431 1.8738 -2.0970 -0.635
O 0.8946 3.4304 1.2868 -0.318
N -5.1581 0.7826 -0.5581 -0.282
C -4.3112 -0.3153 -1.0207 -0.900
C 5.3582 -0.0894 -6.7151 -1.526
C 4.0703 0.9037 -4.7020 -1.779
C 0.0633 -2.4615 5.1033 -0.942
C 1.2719 -2.5592 0.1843 -1.073
C 1.4395 -2.3771 -5.6324 -1.565
C -3.1435 0.2012 1.9279 -0.498
C 0.2856 1.9196 -0.5753 -0.233
C -6.3420 0.3540 0.1790 -0.150
C 0.8851 -2.0501 2.6945 0.358
C 0.5275 -1.4217 -0.5648 0.108
C -0.5350 -0.0929 5.9110 0.057
C 2.7658 -1.7364 -5.1587 0.515
C 1.8755 -1.6032 -2.7348 0.280
C 6.6600 0.7452 -4.7261 -1.453
C 1.4950 -0.7995 -1.5263 0.320
C -7.0269 1.5313 0.8472 -0.819
C 3.2175 0.1850 -3.6848 0.069
C 2.6538 -0.9882 -3.8588 0.698
C -0.1161 3.0837 0.3552 -0.413
C 1.0810 -2.8518 4.0117 -1.193
C 0.5431 -2.9573 1.4797 -0.903
C 1.6585 1.2849 -0.2147 -0.955
C -1.1129 0.2820 7.3200 -1.104
C 0.3060 4.2545 2.3014 -0.745
C -5.7034 3.3203 1.6883 -0.717
C 2.0281 0.3968 -1.3795 0.369
C 0.5076 -1.2430 5.9769 -0.700
C 3.0231 0.9031 -2.3782 0.370
C 5.3221 0.0964 -5.1842 1.142
C -3.6364 -1.1847 0.0393 -0.554
H -0.7450 -0.4054 8.0843 0.315
H -4.0248 -0.2754 2.3631 0.320
H 2.3703 2.0970 -0.0902 0.646
H 0.9789 -3.9287 3.8508 0.461
H -2.2017 0.2563 7.2932 0.301
H 0.7041 -4.0032 1.7477 0.671
H 2.0976 -2.6825 4.3821 0.382
H 0.0238 -1.3941 2.8753 -0.262
H 1.5488 0.7124 0.7054 0.054
H 0.7068 -1.5710 6.9982 0.423
H -1.3748 -0.3254 5.2573 -0.074
H 4.4534 1.8017 -4.2108 0.460
H -4.3534 -1.6921 0.6941 0.448
H -0.7306 1.2701 7.5837 0.273
H -0.5045 1.1639 -0.5568 0.016
H -0.3806 3.9585 -0.2613 0.339
H -4.9338 3.2981 0.9097 0.288
H -0.5350 -2.8523 1.2941 0.052
H -7.0414 -0.1241 -0.5131 0.389
H 2.3081 -2.2913 0.4242 0.535
H 1.6328 -3.4217 -5.8761 0.341
H -6.4897 4.0273 1.4099 0.350
H 3.4949 1.2607 -5.5618 0.486
H -0.9314 -2.3383 4.6682 0.576
H -3.1000 -1.9768 -0.4925 0.331
H 0.2000 -0.7217 0.1989 -0.179
H 6.5716 1.7978 -4.4511 0.326
H -0.0107 -3.3221 5.7818 0.377
H -0.0173 0.7877 5.5216 0.221
H -4.9013 -0.9584 -1.6812 0.452
H 3.0366 -1.0229 -5.9335 0.125
H 1.3382 -3.4567 -0.4337 0.396
H 6.3667 -0.2853 -7.0837 0.414
H 5.2669 -0.8960 -4.7358 0.213
H 7.0747 0.1370 -3.9188 0.320
H 1.1434 -1.8993 -6.5713 0.396
H 4.7343 -0.9099 -7.0818 0.307
H -4.6026 1.3840 0.0366 0.002
H 1.4748 -0.9219 5.5769 0.330
H -3.5242 0.1321 -1.6339 0.386
H -2.3522 0.2182 2.6802 0.124
H -0.4227 4.9345 1.8468 0.333
H -5.2428 3.6606 2.6152 0.239
H -7.2661 2.3136 0.1216 0.397
H -0.2997 -1.9094 -1.0831 0.186
H 1.7319 -1.3870 2.4926 0.369
H -7.9676 1.1801 1.2812 0.404
H 1.1229 4.8248 2.7438 0.254
H 5.0273 0.8242 -7.2268 0.321
H 7.4023 0.7025 -5.5273 0.379
H -3.3667 1.2398 1.6695 0.085
H -0.1850 3.6024 3.0331 0.229
H 0.3331 2.2894 -1.6043 0.445
H -1.0408 2.8250 0.8983 0.156
H 0.6289 -2.2498 -4.9212 0.408
H -6.0880 -0.3700 0.9640 0.173
```

=====

# 2
Computed, not measured: 4 unconnected molecules or ions with the total composition C31H57F3N4O8 in a non-equilibrium geometry, with ωB97M-V/def2-TZVPD.

The largest force on an atom is 0.029 hartree/bohr. As for the structure (SMILES): Cc1ccc(C(C)C)c(OCOC(=O)N(CCC(=O)O)CCC(F)=C(F)F)c1.COC[C@@H](C)N.COC[C@@H](C)N.COC[C@@H](C)N. Its charge is 0. The value obtained for the HOMO-LUMO gap is 8.99 eV. Its spin multiplicity is 1.

Structure (XYZ):
```
103
Properties=species:S:1:pos:R:3:mulliken_charge:R:1
F -2.2385 0.5868 -3.2294 -0.384
F -3.3115 -0.7554 -0.2536 -0.197
F -3.0736 -1.8290 -2.1462 -0.271
O -0.5395 2.6048 1.2295 -0.114
O 3.1297 2.1305 5.0138 -0.301
O -5.3124 2.8077 4.4795 -0.489
O -6.9323 2.0469 3.1572 -0.488
O 1.5765 -6.2249 -5.3757 -0.420
O -2.5288 2.1030 0.1970 0.118
O 1.5449 -2.2340 -1.5512 -0.326
O -2.6563 4.2807 -0.3272 -0.530
N -4.5836 3.0568 -0.2679 0.110
N 2.2060 -0.3393 -3.6453 -0.670
N 2.4051 -8.9540 -4.8376 -0.731
N 0.3717 2.9588 5.3137 -0.677
C 3.5985 2.1239 0.9527 -1.209
C 2.0833 1.1790 5.0279 0.061
C 1.4219 1.2429 1.2799 0.172
C 0.4901 -1.8108 -4.5466 -0.984
C 3.0397 3.3965 0.8507 -0.971
C 3.3068 -0.3855 1.3011 -1.400
C -4.7009 2.5424 2.2122 0.279
C 2.1283 -2.6666 -2.7658 0.046
C -3.2083 0.4907 -2.2853 0.353
C 0.8053 1.6282 5.7502 0.281
C -1.1356 2.1491 0.0341 -0.314
C 1.8992 -1.7376 -3.9658 0.197
C 0.1737 -6.0737 -5.4865 -0.614
C -3.1861 3.2338 -0.1321 -0.113
C 1.8956 -8.0973 -3.7624 0.232
C -3.2252 -0.6438 -1.5643 0.462
C 1.1513 5.0444 0.8380 0.271
C -5.3204 3.2414 0.9861 -0.959
C 0.1555 -2.4687 -1.4327 -0.492
C 0.6539 5.3849 -0.5647 -1.308
C 0.1291 5.3852 1.9289 -1.203
C 2.0442 -6.6060 -4.0968 -0.233
C -4.9490 1.8212 -0.9652 -0.707
C 0.4675 -8.5214 -3.4324 -1.382
C 1.6670 3.6165 0.9484 0.503
C 3.8816 2.2211 6.2080 -0.767
C -4.1700 1.6319 -2.2714 -0.725
C 2.7902 1.0177 1.1840 0.937
C -5.6445 2.4926 3.3858 0.108
C 0.8441 2.4994 1.1496 -0.294
C 0.9124 1.6191 7.2724 -1.585
H -0.2623 -5.6653 -4.5692 0.226
H 4.8683 2.6034 5.9462 0.240
H 1.9701 -8.6508 -5.7051 0.310
H 0.0216 0.9145 5.4774 0.429
H 0.4759 -1.3838 -5.5492 0.402
H -0.1442 -8.6432 -4.3255 0.298
H 3.2033 -2.7024 -2.5704 0.383
H -0.1402 -3.4077 -1.9098 0.276
H 0.1639 6.4353 2.2127 0.468
H 2.5018 -8.2817 -2.8705 0.420
H 0.1460 -2.8455 -4.6198 0.157
H 2.0253 5.6744 1.0187 0.601
H 1.5840 -5.9772 -3.3217 -0.004
H 0.3714 4.8195 2.8298 0.120
H -0.0209 -7.7953 -2.7787 0.328
H 1.8161 -3.6946 -2.9934 -0.318
H 1.4148 0.7172 7.6293 0.341
H 1.4526 2.4849 7.6536 0.300
H 1.4273 5.2418 -1.3173 0.320
H -5.3889 4.3042 1.2078 0.395
H 3.1828 -0.2649 -3.3744 0.301
H -0.0784 -2.5283 -0.3688 0.344
H -0.0819 1.6448 7.7180 0.396
H 3.3928 -8.7612 -4.9780 0.273
H -0.4199 -1.6403 -1.8530 -0.028
H 4.6727 2.0204 0.8661 0.408
H -3.6503 2.5452 -2.5673 0.320
H 0.3272 6.4252 -0.5729 0.424
H 4.0005 1.2441 6.6862 0.341
H -0.2322 -1.2507 -3.9545 0.058
H 4.3806 -0.4561 1.1419 0.393
H 0.1789 2.9342 4.3151 0.188
H -5.9985 1.9302 -1.2367 0.436
H 3.0488 -0.8719 2.2408 0.274
H 3.1115 -6.3688 -4.0998 0.313
H 1.8277 1.0177 3.9784 -0.408
H 2.8415 -0.9740 0.5060 0.131
H -0.8819 5.1096 1.6443 0.119
H -0.2101 4.7859 -0.8423 0.141
H -0.8165 1.1166 -0.1267 0.048
H 2.4473 0.2172 5.4174 0.535
H -0.3081 -7.0211 -5.7371 0.252
H 3.4283 2.9252 6.9094 0.250
H 0.7648 0.3982 1.4674 0.775
H -4.3477 1.5327 1.9966 0.200
H 1.6975 -0.0968 -2.7983 0.207
H -6.9266 1.0825 3.1214 0.347
H 3.6781 4.2515 0.6745 0.419
H -0.0178 -5.3779 -6.3033 0.284
H -4.9198 0.9324 -0.3280 0.483
H 1.1700 3.5836 5.3948 0.361
H -0.8157 2.7276 -0.8325 0.464
H 2.5894 -2.0616 -4.7502 0.509
H 0.4717 -9.4821 -2.9179 0.351
H -3.8604 3.1355 2.5652 0.160
H -6.3137 2.8236 0.8402 0.501
H -4.8753 1.4344 -3.0810 0.467
```

=====

no.,HOMO energy (hartree)
1,-0.327
2,-0.323